Record 1
This record from the OMol25 dataset describes a molecular structure, C34H25F4N10O2PPt in a non-equilibrium geometry. The level of theory is ωB97M-V with the def2-TZVPD basis set.

Results
Energy, eV: -78022.401
Kohn-Sham gap, eV: 5.507
Energy relative to the best compared isomer or geometry (same formula, charge and spin), kJ/mol: 41.4
Highest occupied orbital energy, eV: -17.32
Total charge: +4

Geometry as XYZ:
```
77
C34H25F4N10O2PPt, DFT ωB97M-V with the def2-TZVPD basis set
Pt -1.056 -0.165 -1.516
C 10.848 3.177 2.818
O 9.493 3.686 2.602
C 8.708 3.234 1.703
C 9.052 2.203 0.767
C 8.127 1.801 -0.127
C 6.816 2.415 -0.165
C 6.489 3.471 0.773
C 7.404 3.861 1.672
N 5.993 1.972 -1.067
N 4.939 2.402 -1.553
C 3.733 2.014 -1.799
C 3.024 2.777 -2.807
C 1.738 2.534 -3.141
C 1.020 1.515 -2.449
O -0.200 1.276 -2.687
C 1.708 0.715 -1.441
N 0.960 -0.279 -0.907
C 1.543 -1.168 -0.117
C 2.899 -1.079 0.210
C 3.653 -0.039 -0.282
C 3.051 0.893 -1.141
H 11.123 3.547 3.799
H 11.497 3.596 2.052
H 10.845 2.091 2.805
H 10.042 1.771 0.767
H 8.352 1.035 -0.859
H 5.513 3.938 0.730
H 7.217 4.650 2.388
H 3.589 3.547 -3.317
H 1.237 3.085 -3.924
H 0.926 -1.964 0.275
H 3.334 -1.830 0.854
H 4.703 0.033 -0.030
C -6.073 -0.864 -2.910
N -5.718 0.620 -2.642
C -5.487 1.304 -4.015
N -4.491 0.608 -4.746
C -4.879 -0.787 -4.967
N -5.062 -1.479 -3.690
C -3.808 -1.701 -2.978
P -3.056 -0.070 -2.573
C -4.506 0.746 -1.766
C -3.138 0.755 -4.217
H -7.024 -0.853 -3.442
H -6.196 -1.343 -1.940
H -6.509 1.071 -2.175
H -5.211 2.339 -3.815
H -6.446 1.267 -4.531
H -4.116 -1.294 -5.554
H -5.816 -0.812 -5.522
H -3.122 -2.270 -3.608
H -3.977 -2.278 -2.066
H -4.297 1.806 -1.611
H -4.715 0.296 -0.795
H -2.420 0.294 -4.897
H -2.874 1.810 -4.123
F -4.213 -1.916 1.820
C -3.866 -2.457 2.999
C -4.817 -3.023 3.774
F -6.058 -3.014 3.351
C -4.501 -3.604 5.059
C -3.111 -3.515 5.447
C -2.174 -2.941 4.651
F -0.912 -2.911 5.047
C -2.496 -2.384 3.380
C -1.523 -1.806 2.562
C -1.725 -1.350 1.252
N -1.755 -1.067 0.133
C -0.148 -1.598 2.901
N 0.969 -1.334 2.980
F -2.734 -4.031 6.584
C -5.451 -4.206 5.850
C -6.791 -4.431 5.418
N -7.866 -4.624 5.059
C -5.193 -4.667 7.172
N -5.009 -5.001 8.258
```

=====

Record 2
This record from the OMol25 dataset describes a molecular structure, C34H25IN9O2RhS in a non-equilibrium geometry. The level of theory is ωB97M-V with the def2-TZVPD basis set.

Results
Energy, eV: -75096.582
Kohn-Sham gap (alpha / beta), eV: 5.052 / 5.048
Energy relative to the best compared isomer or geometry (same formula, charge and spin), kJ/mol: 634.1
Highest occupied orbital energy (alpha / beta), eV: -12.24 / -12.24
Total charge: +2

Geometry as XYZ:
```
73
C34H25IN9O2RhS, DFT ωB97M-V with the def2-TZVPD basis set
Rh -0.408 -0.031 0.065
C -0.016 -0.135 4.670
C -0.693 -0.001 3.285
N 0.153 0.027 2.097
C 1.418 0.160 2.285
C 2.021 0.302 3.640
N 1.394 0.167 4.725
C 2.270 0.161 1.077
C 3.648 0.204 1.023
C 4.294 0.169 -0.220
C 3.500 0.111 -1.366
C 2.121 0.071 -1.252
N 1.549 0.083 -0.046
C 1.145 0.004 -2.359
C 1.480 0.014 -3.704
N 0.564 -0.053 -4.663
C -0.702 -0.134 -4.288
C -1.074 -0.136 -2.947
N -0.154 -0.060 -1.994
C 5.773 0.188 -0.313
C 6.559 0.634 0.746
C 7.939 0.626 0.609
N 8.566 0.209 -0.485
C 7.816 -0.219 -1.494
C 6.430 -0.249 -1.461
H -0.178 -1.075 5.197
H -1.460 -0.759 3.123
H 3.081 0.531 3.689
H 4.227 0.238 1.932
H 3.958 0.119 -2.344
H 2.512 0.079 -4.022
H -1.452 -0.202 -5.067
H -2.104 -0.206 -2.627
H 6.131 1.018 1.661
H 8.567 0.975 1.420
H 8.345 -0.560 -2.376
H 5.899 -0.640 -2.318
C -2.860 3.230 -2.089
N -2.958 2.340 -0.914
C -3.891 1.400 -0.918
C -3.782 0.274 -0.042
N -2.576 -0.369 0.032
C -1.985 2.417 0.008
S -0.391 2.790 -0.327
C -2.520 -1.747 0.107
C -3.562 -2.673 0.131
C -3.236 -4.016 0.142
C -1.901 -4.419 0.128
C -0.931 -3.442 0.114
N -1.236 -2.143 0.113
H -3.840 3.270 -2.555
H -2.124 2.839 -2.788
H -2.560 4.220 -1.762
H -4.710 1.505 -1.610
H -4.651 -0.369 -0.128
H -4.599 -2.372 0.138
H -4.026 -4.755 0.159
H -1.627 -5.463 0.130
H 0.123 -3.689 0.113
I -1.440 0.187 8.033
C -2.000 0.659 6.099
C -0.882 1.052 5.185
C -1.316 1.349 3.717
C -2.786 1.377 3.441
C -3.672 0.964 4.360
C -3.280 0.609 5.713
C -3.181 1.522 2.053
O -4.197 1.022 1.571
O -2.238 2.110 1.337
H -0.274 1.826 5.655
H -0.784 2.197 3.289
H -4.720 0.893 4.096
H -4.054 0.316 6.408
```

=====

Record 3
This record from the OMol25 dataset describes a molecular structure, C34H26AsBaO2S6. The level of theory is ωB97M-V with the def2-TZVPD basis set.

Results
Energy, eV: -166324.043
Kohn-Sham gap, eV: 4.923
Energy relative to the best compared isomer or geometry (same formula, charge and spin), kJ/mol: 12.8
Highest occupied orbital energy, eV: -3.49
Total charge: -1

Geometry as XYZ:
```
70
C34H26AsBaO2S6, DFT ωB97M-V with the def2-TZVPD basis set
Ba 1.280 -0.172 0.116
S 2.829 -2.312 -1.233
As 2.548 -0.687 -2.712
S 0.358 -0.271 -2.671
S 3.374 1.069 -1.643
S 3.334 -1.040 -4.617
C -4.785 -3.697 3.987
C -3.826 -2.540 3.937
C -3.035 -2.218 5.033
C -2.129 -1.167 4.967
C -2.033 -0.428 3.802
C -2.813 -0.726 2.689
C -3.701 -1.782 2.770
S -0.803 0.859 3.742
O 0.010 0.625 2.511
C -1.875 2.293 3.522
C -3.015 2.338 4.361
C -3.781 3.459 4.421
C -3.423 4.615 3.685
C -4.176 5.811 3.775
C -3.788 6.931 3.099
C -2.625 6.904 2.301
C -1.892 5.760 2.181
C -2.275 4.577 2.863
C -1.513 3.369 2.755
C -0.319 3.383 1.858
C 0.931 3.779 2.410
C 1.073 4.119 3.783
C 2.285 4.483 4.290
C 3.429 4.523 3.459
C 3.325 4.206 2.138
C 2.076 3.834 1.575
C 1.962 3.496 0.208
C 0.754 3.126 -0.312
C -0.390 3.089 0.517
S -1.873 2.489 -0.331
O -2.676 1.647 0.602
C -2.749 4.057 -0.440
C -3.992 4.156 0.152
C -4.710 5.339 0.026
C -4.199 6.414 -0.689
C -4.964 7.704 -0.802
C -2.949 6.280 -1.295
C -2.225 5.107 -1.182
H -4.877 -4.092 4.998
H -4.443 -4.504 3.337
H -5.775 -3.398 3.642
H -3.116 -2.801 5.942
H -1.499 -0.928 5.816
H -2.724 -0.131 1.787
H -4.311 -2.027 1.908
H -3.284 1.467 4.944
H -4.666 3.485 5.046
H -5.062 5.820 4.399
H -4.368 7.842 3.176
H -2.317 7.796 1.770
H -1.009 5.745 1.556
H 0.204 4.090 4.428
H 2.376 4.740 5.338
H 4.386 4.804 3.880
H 4.193 4.220 1.490
H 2.840 3.473 -0.425
H 0.692 2.795 -1.347
H -4.376 3.312 0.712
H -5.680 5.427 0.502
H -5.931 7.632 -0.306
H -5.136 7.971 -1.846
H -4.409 8.526 -0.342
H -2.540 7.106 -1.866
H -1.257 5.011 -1.662
```

=====

Record 4
This record from the OMol25 dataset describes a molecular structure, C34H26AsF6N2O3PRbS. The level of theory is ωB97M-V with the def2-TZVPD basis set.

Results
Energy, eV: -142731.173
Kohn-Sham gap (alpha / beta), eV: 5.830 / 5.783
Spin multiplicity: 2
Energy relative to the best compared isomer or geometry (same formula, charge and spin), kJ/mol: 12.7
⟨S²⟩: 0.760
Highest occupied orbital energy (alpha / beta), eV: -1.96 / -1.96
Total charge: -2

Geometry as XYZ:
```
75
C34H26AsF6N2O3PRbS, DFT ωB97M-V with the def2-TZVPD basis set
Rb -1.147 0.619 -1.298
O -0.494 -2.026 -0.802
N 0.435 -2.916 -0.635
C 0.545 -3.471 0.598
C 1.501 -4.401 0.923
C 2.399 -4.793 -0.073
C 2.275 -4.249 -1.327
C 1.292 -3.286 -1.668
S 1.089 -2.678 -3.233
H -0.195 -3.098 1.293
H 1.536 -4.793 1.930
H 3.175 -5.522 0.132
H 2.939 -4.540 -2.129
O 0.557 3.516 2.357
C 0.600 2.473 1.681
O -0.284 1.957 0.951
C 1.940 1.674 1.783
P 2.046 0.384 0.487
C 2.348 1.379 -1.026
C 2.521 2.762 -1.044
C 2.768 3.421 -2.241
C 2.844 2.711 -3.431
C 2.656 1.337 -3.424
C 2.402 0.678 -2.231
C 3.750 -0.264 0.770
C 3.880 -1.617 1.082
C 5.129 -2.176 1.334
C 6.267 -1.387 1.271
C 6.153 -0.039 0.948
C 4.906 0.515 0.698
H 1.954 1.175 2.757
H 2.784 2.366 1.776
H 2.425 3.343 -0.135
H 2.871 4.500 -2.245
H 3.007 3.233 -4.367
H 2.667 0.770 -4.347
H 2.206 -0.390 -2.250
H 2.994 -2.243 1.109
H 5.205 -3.233 1.564
H 7.243 -1.821 1.461
H 7.042 0.579 0.885
H 4.823 1.562 0.428
C -6.304 0.231 -2.577
C -7.051 0.066 -1.415
C -6.438 -0.001 -0.171
C -5.045 0.081 -0.055
C -4.380 0.225 -1.251
C -4.914 0.323 -2.503
C -4.313 0.015 1.239
C -4.988 0.229 2.473
C -4.281 0.166 3.634
C -2.898 -0.118 3.603
C -2.099 -0.218 4.766
C -0.769 -0.508 4.660
C -0.181 -0.710 3.391
C -0.923 -0.607 2.251
C -2.306 -0.309 2.333
N -3.027 -0.227 1.180
H -6.799 0.298 -3.538
H -8.130 -0.007 -1.479
H -7.052 -0.137 0.711
H -4.296 0.480 -3.378
H -6.042 0.470 2.481
H -4.764 0.342 4.590
H -2.560 -0.054 5.735
H -0.156 -0.578 5.550
H 0.877 -0.939 3.317
H -0.479 -0.762 1.277
F -1.516 1.172 -3.940
As -1.668 2.914 -3.891
F -0.420 3.080 -5.069
F -0.497 2.923 -2.602
F -1.851 4.626 -3.789
F -2.927 2.682 -2.694
F -2.860 2.843 -5.149
```

=====

Record 5
This record from the OMol25 dataset describes a molecular structure, C34H26BrN6O2SSr. The level of theory is ωB97M-V with the def2-TZVPD basis set.

Results
Energy, eV: -130430.882
Kohn-Sham gap, eV: 6.792
Energy relative to the best compared isomer or geometry (same formula, charge and spin), kJ/mol: 183.5
Highest occupied orbital energy, eV: -4.56
Total charge: -1

Geometry as XYZ:
```
71
C34H26BrN6O2SSr, DFT ωB97M-V with the def2-TZVPD basis set
Sr -0.275 -0.580 0.481
C 2.731 -2.862 4.002
C 1.857 -1.937 3.209
N 1.691 -2.006 1.940
N 2.332 -2.993 1.258
C 2.216 -2.782 -0.057
O 1.656 -1.811 -0.630
C 2.865 -3.830 -0.919
C 3.440 -4.979 -0.382
C 4.020 -5.924 -1.214
C 4.034 -5.731 -2.590
C 3.463 -4.587 -3.129
C 2.880 -3.643 -2.297
C 1.169 -0.773 3.824
C 1.817 -0.027 4.931
C 1.338 1.136 5.379
C 0.101 1.761 4.805
C -0.314 0.975 3.543
N 0.096 -0.370 3.265
H 2.622 -3.874 3.616
H 2.473 -2.837 5.061
H 3.788 -2.600 3.895
H 3.420 -5.111 0.690
H 4.461 -6.818 -0.789
H 4.489 -6.471 -3.238
H 3.470 -4.431 -4.202
H 2.424 -2.745 -2.692
H 2.710 -0.458 5.368
H 1.834 1.640 6.203
H -0.654 1.904 5.586
H -1.376 1.090 3.331
C 0.342 2.989 3.864
C -0.864 3.845 3.610
C -1.510 3.828 2.437
C -1.161 2.947 1.301
C -0.124 2.076 1.348
C 0.508 1.979 2.689
C -2.023 2.963 0.106
C -2.522 4.205 -0.398
C -3.222 4.237 -1.561
C -3.478 3.026 -2.252
C -4.166 2.967 -3.485
C -4.376 1.769 -4.108
C -3.914 0.577 -3.507
C -3.249 0.607 -2.314
C -2.998 1.838 -1.658
N -2.278 1.822 -0.503
H 1.213 3.601 4.125
H -1.198 4.517 4.396
H -2.372 4.484 2.337
H 1.539 1.621 2.654
H -2.295 5.118 0.136
H -3.575 5.174 -1.978
H -4.518 3.892 -3.930
H -4.894 1.728 -5.057
H -4.086 -0.373 -3.999
H -2.886 -0.303 -1.853
Br -0.308 1.405 -6.630
C -0.190 0.919 -4.801
C -0.269 -0.410 -4.438
C -0.203 -0.712 -3.085
N -0.077 0.220 -2.143
C 0.023 1.491 -2.519
C -0.030 1.901 -3.842
H -0.393 -1.191 -5.174
H -0.279 -1.735 -2.733
H 0.123 2.214 -1.714
H 0.037 2.947 -4.105
O -1.640 -2.446 -0.870
S -2.764 -2.492 0.137
N -2.700 -1.564 1.267
```

=====

Record 6
This record from the OMol25 dataset describes a molecular structure, C34H26F5N3O6SbSe4Tc. The level of theory is ωB97M-V with the def2-TZVPD basis set.

Results
Energy, eV: -336134.586
Kohn-Sham gap, eV: 7.050
Highest occupied orbital energy, eV: -13.22
Total charge: +2

Geometry as XYZ:
```
80
C34H26F5N3O6SbSe4Tc, DFT ωB97M-V with the def2-TZVPD basis set
Tc 1.369 0.742 -0.406
C 0.004 -2.866 -6.518
C 1.310 -3.432 -5.976
C 1.230 -4.950 -5.921
C 2.347 -5.558 -5.093
C 2.291 -5.006 -3.701
C 2.584 -5.768 -2.596
C 2.586 -5.191 -1.325
F 2.866 -5.971 -0.279
C 2.340 -3.865 -1.128
C 2.033 -3.069 -2.242
C 1.836 -1.648 -2.072
O 1.877 -1.163 -0.886
C 1.623 -0.892 -3.240
C 1.502 -1.546 -4.454
N 1.614 -2.853 -4.614
C 1.962 -3.647 -3.519
C 1.517 0.591 -3.286
O 1.179 1.204 -4.258
O 1.889 1.199 -2.142
H -0.211 -3.351 -7.470
H 0.034 -1.795 -6.706
H -0.817 -3.085 -5.834
H 2.143 -3.134 -6.617
H 1.271 -5.313 -6.947
H 0.260 -5.247 -5.514
H 3.317 -5.312 -5.536
H 2.273 -6.644 -5.072
H 2.835 -6.816 -2.699
H 2.397 -3.426 -0.143
H 1.289 -0.952 -5.332
C -0.584 2.741 6.725
C -0.436 3.905 5.766
C -1.641 4.830 5.794
C -1.365 6.065 4.957
C -0.904 5.681 3.578
C -1.015 6.573 2.533
C -0.628 6.215 1.245
F -0.750 7.115 0.275
C -0.150 4.968 0.953
C -0.030 4.044 1.997
C 0.449 2.709 1.711
O 0.736 2.404 0.512
C 0.561 1.817 2.798
C 0.223 2.255 4.078
N -0.214 3.464 4.345
C -0.381 4.402 3.310
C 1.039 0.451 2.629
O 1.196 -0.216 3.731
O 1.261 -0.091 1.529
H -0.810 3.150 7.708
H 0.324 2.147 6.833
H -1.408 2.086 6.437
H 0.456 4.483 6.025
H -1.841 5.106 6.828
H -2.519 4.293 5.423
H -0.595 6.674 5.440
H -2.253 6.691 4.877
H -1.419 7.564 2.700
H 0.131 4.702 -0.055
H 0.319 1.571 4.907
F -4.695 -2.250 -1.834
C -4.523 -0.929 -1.929
F -5.405 -0.335 -1.115
F -4.799 -0.557 -3.182
C -3.113 -0.532 -1.547
C -2.349 -1.349 -0.730
C -1.074 -0.942 -0.392
N -0.559 0.218 -0.828
C -1.308 1.016 -1.607
C -2.587 0.671 -1.991
H -2.729 -2.293 -0.367
H -0.428 -1.548 0.228
H -0.848 1.938 -1.936
H -3.153 1.330 -2.635
Se 1.633 -2.444 5.813
Sb -0.902 -2.917 5.599
Se 1.749 -2.015 3.579
Se -1.988 -0.944 4.999
Se -1.425 -5.150 5.811
```